115
Properties=species:S:1:pos:R:3:forces:R:3 method="wB97M-V/def2-TZVPD" de_lowest_kj_mol=98.3 charge=-2 lumo_energy_ha="0.1233 / 0.1233" mol_weight_g_mol=1262.4 homo_lumo_gap_ev="4.65 / 4.64"
Ti 0.7590 0.8676 -1.4862 -1.365 0.187 0.538
C 4.9060 -1.1617 1.4353 -0.005 -0.018 0.053
C 3.4840 -1.5150 1.7222 -0.235 0.276 -0.504
C 3.0860 -2.2206 2.7953 -0.257 -0.114 0.259
C 1.6946 -2.5183 3.0011 0.397 0.145 -0.116
N 0.7964 -2.1227 2.1603 -0.016 0.029 -0.134
N 1.1783 -1.3983 1.0814 -0.490 -0.078 0.003
B 0.0754 -0.9762 0.0873 0.420 0.704 -1.218
N -0.4227 -2.1846 -0.7619 0.001 0.124 0.779
N -1.3363 -2.9445 -0.1353 0.068 0.129 0.072
C -1.8185 -3.9963 -0.7201 0.128 -0.117 -0.341
C -1.3144 -4.4126 -1.9859 -0.268 -0.039 0.227
C -0.4014 -3.6525 -2.6309 0.273 0.445 -0.020
C 0.1262 -3.9943 -3.9871 -0.034 -0.058 0.030
C 0.0217 -2.4128 -2.0140 -0.168 -0.431 -0.402
S 0.9303 -1.2794 -2.8769 -0.106 -0.392 0.304
C -2.9300 -4.7232 0.0331 0.059 0.043 -0.022
C -4.0592 -3.7239 0.3060 -0.039 0.008 -0.012
C -2.3766 -5.2273 1.3664 0.007 -0.012 0.032
C -3.4814 -5.8998 -0.7695 -0.037 -0.034 0.010
N -0.9025 0.0124 0.5936 -0.250 -0.643 0.458
N -0.7005 0.4195 1.8675 -0.078 -0.090 0.031
C -1.4448 1.3696 2.3615 0.045 0.108 0.111
C -2.4803 1.9748 1.6331 0.131 -0.020 0.065
C -2.6968 1.5651 0.3436 0.015 0.086 -0.177
C -3.7187 2.2291 -0.5229 -0.015 -0.033 -0.003
C -1.9003 0.5349 -0.2021 -0.190 0.031 -0.269
S -2.0599 -0.0322 -1.8124 -0.143 -0.037 0.396
C -1.1169 1.8013 3.7863 -0.060 0.002 -0.029
C -0.6889 3.2735 3.7741 0.043 0.013 -0.004
C 0.0135 0.9551 4.3648 0.022 -0.020 0.009
C -2.3633 1.6267 4.6636 -0.019 0.012 -0.005
C 2.4499 -1.0523 0.7987 0.402 -0.149 0.438
S 2.8319 -0.1199 -0.5378 0.446 -0.259 0.386
C 1.2600 -3.2836 4.2408 0.025 0.020 -0.002
C 1.5919 -2.4407 5.4801 0.021 -0.011 0.019
C 2.0194 -4.6142 4.3185 -0.027 -0.046 0.002
C -0.2362 -3.5688 4.2112 -0.052 0.011 0.041
H 5.5529 -1.4698 2.2572 0.015 -0.012 -0.002
H 5.0014 -0.0881 1.2631 -0.001 0.001 0.021
H 5.2345 -1.6419 0.5115 -0.006 0.015 -0.009
H 3.8169 -2.5560 3.5226 0.006 -0.003 -0.023
H -1.6830 -5.3181 -2.4500 0.027 -0.006 -0.004
H -0.2131 -4.9841 -4.2950 -0.006 -0.001 -0.004
H 1.2161 -3.9562 -3.9974 -0.002 -0.002 0.005
H -0.2065 -3.2507 -4.7137 0.007 0.004 0.004
H -3.6850 -2.8746 0.8762 0.010 -0.004 0.004
H -4.8590 -4.2112 0.8707 -0.013 0.008 0.003
H -4.4745 -3.3384 -0.6272 0.004 -0.003 -0.009
H -1.9824 -4.3881 1.9356 -0.008 0.017 0.016
H -1.5684 -5.9473 1.2139 0.004 0.000 -0.013
H -3.1658 -5.7124 1.9475 -0.002 -0.004 0.004
H -3.8855 -5.5776 -1.7313 -0.003 0.010 -0.003
H -4.2913 -6.3722 -0.2091 0.001 0.008 0.006
H -2.7201 -6.6608 -0.9538 0.017 -0.001 0.005
H -3.0701 2.7728 2.0648 -0.012 0.003 0.001
H -4.2463 3.0028 0.0362 -0.005 0.019 -0.012
H -4.4340 1.5050 -0.9157 0.007 -0.012 0.009
H -3.2213 2.6706 -1.3896 0.000 -0.005 0.004
H 0.2261 3.3992 3.1919 -0.006 0.009 -0.020
H -0.5040 3.6219 4.7941 0.020 -0.011 0.006
H -1.4556 3.9117 3.3322 -0.017 -0.001 0.008
H 0.9273 1.0595 3.7790 0.000 0.014 -0.003
H -0.2519 -0.1028 4.3602 -0.022 0.011 -0.002
H 0.2109 1.2721 5.3928 0.018 -0.001 0.004
H -3.1810 2.2724 4.3384 0.002 0.001 -0.013
H -2.1282 1.8761 5.7015 -0.003 0.018 0.008
H -2.7164 0.5938 4.6298 0.011 -0.011 0.008
H 2.6604 -2.2268 5.5479 0.006 0.000 -0.009
H 1.2989 -2.9784 6.3856 -0.002 -0.003 0.006
H 1.0605 -1.4894 5.4557 -0.004 -0.001 0.007
H 3.0966 -4.4700 4.4128 0.010 0.021 -0.006
H 1.8356 -5.2163 3.4265 -0.009 -0.004 -0.003
H 1.6840 -5.1820 5.1901 -0.005 -0.001 -0.001
H -0.8159 -2.6575 4.0647 0.020 0.012 0.017
H -0.5309 -4.0357 5.1549 -0.023 -0.010 -0.009
H -0.4849 -4.2447 3.3953 0.012 -0.012 -0.021
O -0.4787 2.3924 -2.3313 0.159 0.197 0.424
C -0.5516 2.7850 -3.5201 -0.172 -0.183 -0.092
C -0.9881 1.8566 -4.6106 -0.040 0.001 -0.082
C -2.3616 2.2505 -5.1770 0.089 -0.018 -0.017
C -2.2747 3.3256 -6.2566 -0.038 0.054 0.052
C -1.7827 4.6830 -5.7557 0.061 -0.075 -0.069
C -0.3807 4.6406 -5.1597 0.062 -0.006 0.036
N -0.3233 4.0513 -3.8237 -0.227 -0.016 0.120
H -1.0173 0.8564 -4.1858 0.006 0.028 0.021
H -0.2276 1.8653 -5.3992 0.033 -0.021 -0.018
H -3.0168 2.5801 -4.3628 -0.032 -0.043 -0.004
H -2.8201 1.3547 -5.6021 -0.003 0.004 -0.008
H -3.2559 3.4494 -6.7274 0.005 -0.001 -0.015
H -1.5811 2.9793 -7.0294 -0.027 -0.006 -0.027
H -2.4853 5.1077 -5.0298 -0.008 -0.028 0.024
H -1.7453 5.3678 -6.6082 -0.024 0.038 0.017
H 0.0285 5.6420 -5.0500 0.001 -0.011 -0.033
H 0.3080 4.1057 -5.8206 -0.002 -0.014 -0.017
H 0.0704 4.6077 -3.0786 0.162 -0.003 -0.065
F 6.0538 5.1139 0.6752 0.008 -0.027 -0.006
C 4.8710 4.4461 0.5224 0.039 0.031 0.031
C 4.0061 4.8272 -0.4813 -0.022 -0.050 -0.018
C 2.8003 4.1545 -0.6064 0.014 0.066 -0.100
C 2.4465 3.1054 0.2427 -0.002 -0.159 -0.045
C 1.1777 2.3457 0.1029 -0.164 -0.528 0.412
C 3.3704 2.7451 1.2279 -0.020 0.074 0.112
C 4.5832 3.4077 1.3808 -0.039 0.009 -0.039
H 4.2820 5.5938 -1.1933 -0.007 0.019 0.006
H 2.1518 4.4290 -1.4301 0.005 -0.043 -0.006
H 0.3048 2.9940 -0.0456 0.082 0.080 -0.044
H 1.0372 1.7975 1.0430 -0.156 0.006 -0.066
H 3.1263 1.9272 1.8998 0.006 -0.003 -0.009
H 5.2961 3.1247 2.1452 0.000 0.002 0.011
Se 5.7311 2.1593 -4.7643 -0.215 0.168 -0.084
Sb 3.4356 2.9150 -4.9225 -0.106 0.238 -0.261
Se 2.3293 1.5424 -2.9655 1.442 0.313 -1.155
Se 2.9436 5.2279 -4.2241 0.199 -0.163 -0.171
Se 2.1154 2.0814 -6.8308 0.237 0.234 0.201

***

117
Properties=species:S:1:pos:R:3:forces:R:3 method="wB97M-V/def2-TZVPD" smiles="CCC[C@H](C)C1=C(P(O)Cl)C(=O)c2c(C)c(P(C)C)c(CC=O)c(P(=O)(O)O)c2C1=O.CC#N.CC#N.CC#N.CC#N.CC#N.CC#N.CC#N.CC#N.CC#N.CC#N" charge=0 lumo_energy_ha=-0.0386 mol_weight_g_mol=917.3 homo_lumo_gap_ev=6.88
C 4.5200 0.5659 2.7133 -0.266 -0.108 -0.117
C 5.2053 0.9563 1.4093 -0.123 -0.338 -0.102
C 4.2139 1.0478 0.2431 -0.203 0.196 0.426
C 3.4618 2.4074 0.0162 0.613 -0.205 0.133
C 3.7428 3.4520 1.0916 -0.926 0.338 -0.109
C 1.9991 2.1006 -0.2529 -0.010 0.124 -0.239
C 1.5876 1.5863 -1.4187 -0.154 -0.215 -0.152
P 2.8001 1.2225 -2.7546 0.108 0.200 0.011
O 2.5362 2.6102 -3.5983 0.219 0.074 0.013
Cl 1.8217 -0.1478 -3.9311 -0.068 0.000 -0.017
C 0.1380 1.3211 -1.6344 0.069 -0.006 0.038
O -0.3864 1.4943 -2.7086 -0.093 0.095 -0.052
C -0.6100 0.8510 -0.4358 -0.095 -0.117 0.222
C -1.6453 -0.0846 -0.5182 -0.097 0.062 0.165
C -1.9665 -0.6998 -1.8535 0.320 -0.119 0.197
C -2.3295 -0.4445 0.6629 0.364 0.057 -0.501
P -3.7265 -1.6580 0.6689 -0.693 -0.052 1.113
C -3.0572 -3.2936 0.2179 0.229 0.022 -0.661
C -4.8639 -1.1763 -0.6715 0.275 0.249 -0.166
C -1.9602 0.1327 1.9029 -0.027 -0.112 -0.231
C -2.7402 -0.2493 3.1403 -0.136 0.397 -0.011
C -2.1169 -1.3811 3.9203 -0.041 -0.134 0.073
O -2.7648 -2.1582 4.5692 -0.010 0.002 0.048
C -0.8717 1.0344 1.9689 -0.080 -0.034 0.006
P -0.3480 1.6853 3.5734 -0.156 -0.304 0.441
O -0.8210 0.9174 4.7341 0.103 0.176 -0.032
O 1.2509 1.7395 3.5329 -0.066 0.095 -0.099
O -0.7972 3.2166 3.6556 -0.263 -0.182 0.063
C -0.2173 1.3859 0.7827 0.099 -0.072 -0.009
C 0.9026 2.3893 0.7257 -0.014 -0.080 0.034
O 0.8627 3.3998 1.3883 -0.022 0.231 -0.036
H 5.2211 0.4069 3.5312 0.040 0.117 0.062
H 4.0087 -0.3849 2.5452 0.012 0.096 0.148
H 3.7519 1.2756 3.0186 0.091 0.132 0.060
H 5.8301 1.8422 1.5208 -0.256 0.137 -0.168
H 5.8856 0.1320 1.1685 -0.021 0.298 0.012
H 3.4589 0.2838 0.4422 0.127 -0.055 -0.223
H 4.7076 0.7766 -0.6880 -0.033 -0.063 -0.038
H 3.8428 2.8407 -0.9117 0.071 -0.039 -0.037
H 3.2486 4.3799 0.8006 0.106 0.103 0.051
H 3.2783 3.1728 2.0347 0.230 -0.063 0.134
H 4.7994 3.6578 1.2241 0.097 -0.159 -0.030
H 3.3909 2.9322 -3.9065 -0.081 0.049 -0.198
H -1.0498 -0.8484 -2.4207 -0.011 0.025 -0.074
H -2.6047 -0.0408 -2.4377 -0.030 -0.011 -0.078
H -2.4458 -1.6618 -1.7287 -0.102 0.034 -0.081
H -3.8657 -3.9831 0.4503 0.123 -0.103 0.013
H -2.7988 -3.4329 -0.8343 0.007 0.007 0.020
H -2.1813 -3.5385 0.8161 -0.035 0.050 0.179
H -5.5026 -0.3701 -0.3133 -0.047 -0.030 0.108
H -4.3752 -0.8365 -1.5748 -0.156 -0.114 -0.143
H -5.4878 -2.0379 -0.9051 -0.006 -0.040 -0.018
H -2.8077 0.6013 3.8153 0.041 -0.060 0.104
H -3.7535 -0.5412 2.8866 0.039 -0.090 -0.057
H -1.0180 -1.4637 3.8734 0.062 -0.027 -0.057
H 1.5367 2.4798 4.0840 0.145 -0.037 -0.062
H -1.2152 3.5145 2.8391 0.262 0.211 -0.059
C -4.7099 0.4748 -4.9802 0.238 0.258 -0.244
C -4.8870 -0.8233 -4.3543 -0.050 -0.026 -0.022
N -5.0270 -1.8486 -3.8566 0.032 -0.072 -0.105
H -3.7935 0.4815 -5.5700 -0.007 -0.126 -0.012
H -5.5375 0.6918 -5.6518 -0.051 -0.092 0.026
H -4.6510 1.2739 -4.2453 -0.064 -0.228 0.104
C 4.1407 4.1105 4.8753 -0.297 0.121 0.135
C 5.4775 3.8082 4.3901 0.008 -0.036 -0.015
N 6.5271 3.5676 3.9951 -0.027 0.026 0.004
H 3.4022 3.5882 4.2703 0.087 -0.031 -0.075
H 4.0152 3.8090 5.9139 0.132 -0.064 -0.007
H 3.9358 5.1776 4.8065 0.093 0.015 -0.051
C -5.0935 -3.6949 -7.1007 -0.096 -0.350 0.177
C -5.1669 -2.2997 -7.4934 -0.021 0.068 0.103
N -5.2244 -1.1900 -7.7833 0.063 0.041 -0.094
H -4.0942 -4.0786 -7.2862 0.052 0.056 -0.048
H -5.3233 -3.8042 -6.0409 -0.023 0.151 0.008
H -5.8035 -4.2892 -7.6741 -0.022 0.068 -0.041
C 2.1544 -3.5294 0.2843 0.141 -0.344 0.095
C 2.1377 -2.2451 -0.3897 -0.153 0.026 0.057
N 2.1218 -1.2217 -0.9071 -0.029 -0.098 -0.039
H 3.0901 -3.6298 0.8316 -0.009 0.024 0.052
H 1.3322 -3.6145 0.9928 -0.040 0.115 -0.039
H 2.0805 -4.3417 -0.4373 -0.040 0.061 -0.057
C 6.9134 -2.1986 0.5144 0.177 -0.057 -0.293
C 5.7621 -2.4124 1.3748 0.082 -0.101 0.061
N 4.8720 -2.5783 2.0803 -0.044 -0.114 -0.086
H 7.7849 -2.7243 0.8976 -0.018 -0.002 0.074
H 6.7134 -2.5453 -0.4986 -0.109 -0.053 0.034
H 7.1576 -1.1413 0.4689 0.064 -0.055 -0.009
C -1.3721 0.3144 8.0368 -0.144 -0.010 -0.255
C -0.4568 0.1818 9.1597 0.018 -0.018 0.012
N 0.2689 0.0774 10.0425 0.019 0.015 0.021
H -2.2024 -0.3832 8.1330 0.030 -0.028 0.071
H -1.7746 1.3245 7.9894 0.033 0.021 0.050
H -0.8665 0.1142 7.0927 0.043 0.028 0.025
C -6.8385 -5.2380 2.7235 -0.076 0.000 0.202
C -6.3958 -5.0169 1.3558 0.042 0.002 -0.024
N -6.0297 -4.8424 0.2825 -0.097 -0.019 -0.020
H -7.9256 -5.2621 2.7707 -0.003 0.009 -0.047
H -6.4526 -6.1844 3.0974 0.025 -0.010 -0.046
H -6.4781 -4.4373 3.3674 0.031 0.023 -0.042
C 8.0999 1.0966 3.0052 0.064 0.124 0.059
C 8.8927 0.1779 2.1997 0.025 0.002 0.101
N 9.5170 -0.5522 1.5712 -0.011 -0.015 -0.056
H 7.2558 1.4775 2.4318 0.376 -0.071 0.195
H 7.7144 0.5899 3.8881 0.036 -0.034 0.001
H 8.7082 1.9399 3.3264 -0.017 -0.023 -0.018
C -4.2896 5.1305 -3.9561 0.124 0.165 -0.031
C -5.1576 3.9794 -3.7594 -0.034 -0.021 0.031
N -5.8345 3.0659 -3.6043 -0.057 0.183 0.073
H -4.5388 5.6371 -4.8866 -0.038 -0.032 -0.010
H -4.4049 5.8355 -3.1351 -0.035 -0.029 0.022
H -3.2483 4.8152 -3.9999 -0.014 -0.057 0.009
C -2.3478 -1.2428 -10.0811 -0.012 0.186 -0.127
C -2.3855 -2.5099 -9.3701 0.007 0.012 0.089
N -2.4145 -3.4981 -8.7888 0.102 -0.068 -0.089
H -1.4518 -1.1789 -10.6960 0.014 -0.050 0.017
H -3.2225 -1.1452 -10.7210 -0.026 -0.037 0.026
H -2.3495 -0.4178 -9.3715 -0.023 -0.038 0.049